Entry from the Open Molecules 2025 dataset: a structure of composition C36H52F32O8P2Tl in a non-equilibrium geometry (ωB97M-V with the def2-TZVPD basis set).

Atoms and positions in Å:
C 21.54 6.07 27.68
C 20.71 6.84 26.63
C 20.92 8.36 26.62
C 20.05 9.11 25.59
P 20.02 10.90 25.76
C 18.56 11.60 24.90
C 17.25 11.10 25.52
C 15.93 11.39 24.76
C 14.70 10.84 25.47
C 21.60 11.82 25.36
C 22.77 11.39 26.28
C 23.28 12.63 27.11
C 23.74 13.89 26.32
C 19.67 11.25 27.54
C 19.34 12.75 27.89
C 19.70 13.17 29.27
C 18.65 12.82 30.21
H 22.59 6.11 27.37
H 21.29 5.02 27.57
H 21.51 6.48 28.69
H 19.67 6.69 26.93
H 20.78 6.50 25.60
H 21.99 8.46 26.43
H 20.85 8.84 27.60
H 19.03 8.72 25.57
H 20.46 8.83 24.62
H 18.60 11.33 23.84
H 18.61 12.68 24.91
H 17.03 11.36 26.55
H 17.23 10.01 25.53
H 15.94 10.87 23.80
H 15.89 12.47 24.63
H 13.72 11.19 25.15
H 14.79 11.15 26.51
H 14.75 9.76 25.30
H 21.43 12.89 25.27
H 21.89 11.44 24.39
H 23.64 11.07 25.70
H 22.51 10.54 26.91
H 24.11 12.33 27.74
H 22.52 12.97 27.82
H 22.91 14.36 25.79
H 24.44 13.47 25.60
H 24.25 14.59 26.98
H 20.60 11.00 28.05
H 18.86 10.61 27.89
H 18.31 12.95 27.60
H 19.92 13.32 27.16
H 19.82 14.25 29.25
H 20.68 12.81 29.59
H 17.71 13.36 30.08
H 18.94 13.09 31.23
H 18.57 11.74 30.28
Tl 21.05 14.69 20.38
P 20.60 11.88 21.76
O 20.47 10.53 22.54
O 20.38 13.10 22.63
O 19.63 12.21 20.60
O 22.00 12.16 21.15
C 16.65 12.50 19.30
C 15.96 12.93 20.67
C 17.02 13.38 21.67
F 17.97 14.18 21.09
F 16.49 14.14 22.62
F 15.08 13.90 20.31
F 15.33 11.92 21.27
O 15.72 11.83 18.43
C 15.88 12.07 17.02
C 15.13 11.05 16.12
F 13.80 11.05 16.41
F 15.34 11.26 14.83
F 15.49 13.29 16.78
F 17.24 11.97 16.75
H 17.46 11.81 19.52
H 17.16 13.34 18.84
H 17.50 12.55 22.19
H 15.43 10.04 16.36
C 23.87 9.98 22.04
C 25.13 10.71 22.49
C 25.01 12.25 22.42
F 25.89 13.01 23.10
F 25.05 12.72 21.22
F 25.38 10.40 23.74
F 26.18 10.33 21.77
O 24.15 8.56 21.84
C 23.37 7.64 22.56
C 21.99 7.47 21.88
F 22.21 7.01 20.66
F 21.10 6.62 22.42
F 23.93 6.44 22.64
F 23.25 8.11 23.82
H 23.48 10.35 21.09
H 23.03 10.24 22.70
H 24.05 12.59 22.81
H 21.46 8.41 21.71
C 18.13 8.30 22.41
C 17.54 8.47 21.05
C 18.59 8.98 20.03
F 19.53 8.03 19.93
F 18.02 9.18 18.82
F 17.07 7.31 20.62
F 16.49 9.32 21.03
O 17.14 7.98 23.44
C 17.06 6.61 23.92
C 15.99 6.54 25.03
F 15.83 5.31 25.58
F 16.20 7.42 26.03
F 16.81 5.87 22.83
F 18.27 6.21 24.34
H 18.56 9.27 22.66
H 18.96 7.60 22.37
H 19.19 9.83 20.36
H 14.96 6.75 24.74
C 22.13 10.04 18.73
C 21.31 10.18 17.40
C 20.44 11.40 17.53
F 21.09 12.54 17.77
F 19.77 11.61 16.39
F 22.10 10.30 16.32
F 20.58 9.05 17.26
O 22.84 8.78 18.73
C 24.28 8.88 18.44
C 24.93 7.52 18.70
F 24.21 6.48 18.26
F 26.18 7.41 18.32
F 24.40 9.20 17.16
F 24.92 9.83 19.19
H 21.46 9.98 19.58
H 22.79 10.90 18.89
H 19.70 11.20 18.30
H 24.98 7.43 19.78

Computed properties:
LUMO   -0.342 Ha
Strongest force on any atom   0.0778 hartree/bohr
Gap between HOMO and LUMO   4.341 eV
E_tot   -6055.46545 a.u.
M   1487.07 g/mol
Charge   +1